No. 1
{
  "formula": "C61H76INO20",
  "method": "wB97M-V/def2-TZVPD",
  "species": ["C", "C", "O", "C", "C", "C", "C", "C", "C", "O", "N", "C", "C", "C", "C", "C", "C", "O", "C", "C", "C", "C", "C", "C", "C", "C", "C", "C", "C", "C", "C", "I", "C", "C", "O", "H", "H", "H", "H", "H", "H", "H", "H", "H", "H", "H", "H", "H", "H", "H", "H", "H", "H", "H", "H", "H", "H", "H", "H", "H", "H", "H", "H", "O", "C", "O", "C", "C", "C", "H", "H", "H", "H", "H", "H", "O", "C", "O", "C", "C", "C", "H", "H", "H", "H", "H", "H", "O", "C", "O", "C", "C", "C", "H", "H", "H", "H", "H", "H", "O", "C", "O", "C", "C", "C", "H", "H", "H", "H", "H", "H", "O", "C", "O", "C", "C", "C", "H", "H", "H", "H", "H", "H", "O", "C", "O", "C", "C", "C", "H", "H", "H", "H", "H", "H", "O", "C", "O", "C", "C", "C", "H", "H", "H", "H", "H", "H", "O", "C", "O", "C", "C", "C", "H", "H", "H", "H", "H", "H"],
  "coordinates": [[6.889709, -1.063667, 4.842339], [7.409858, -1.125099, 3.391945], [6.409978, -0.819629, 2.441696], [6.407943, 0.554333, 2.120406], [5.203867, 0.915727, 1.276683], [4.707379, 2.199282, 1.311805], [3.580815, 2.588398, 0.597204], [3.019789, 3.995982, 0.655874], [3.744471, 5.004874, -0.238213], [3.787245, 6.160949, 0.136505], [4.361136, 4.614698, -1.487222], [5.814753, 4.789896, -1.253174], [3.946480, 5.491700, -2.598406], [2.970473, 1.607623, -0.170073], [3.465629, 0.308806, -0.261123], [4.583587, -0.023462, 0.464445], [2.718653, -0.684600, -1.132629], [3.279488, -1.501634, -1.837722], [1.210767, -0.577406, -1.015597], [0.407131, -1.690470, -0.981931], [-0.955479, -1.494805, -0.823633], [-1.477061, -0.210986, -0.689204], [-2.984730, -0.126280, -0.447522], [-3.184885, -0.377689, 1.060431], [-2.286562, 0.166230, 1.972409], [-2.384855, -0.061535, 3.322882], [-3.408107, -0.861969, 3.834669], [-3.460308, -1.122641, 5.320763], [-4.317019, -1.372997, 2.926936], [-4.217750, -1.145877, 1.565037], [-0.650777, 0.911844, -0.754526], [-1.447951, 2.896239, -0.528834], [0.711046, 0.715445, -0.922472], [1.704277, 1.872030, -0.963507], [1.507660, 2.901145, -1.576994], [6.314991, -1.957649, 5.118632], [7.728271, -0.944557, 5.540638], [6.227960, -0.198568, 4.992874], [8.296149, -0.474017, 3.325075], [7.784451, -2.144443, 3.217032], [7.355970, 0.907566, 1.684200], [6.277058, 1.110423, 3.070813], [5.161423, 2.970595, 1.942501], [3.151224, 4.355181, 1.686655], [1.948638, 4.019634, 0.432269], [6.090048, 4.460874, -0.239186], [6.138477, 5.836535, -1.353309], [6.391555, 4.164402, -1.948227], [3.490915, 4.922507, -3.423229], [4.815659, 5.992752, -3.044730], [3.215066, 6.254883, -2.306290], [4.991167, -1.032266, 0.411686], [0.809741, -2.696628, -1.071237], [-1.613080, -2.362060, -0.788662], [-3.342144, 0.874580, -0.724119], [-3.531107, -0.856918, -1.053929], [-1.448935, 0.789558, 1.666220], [-1.640727, 0.356875, 4.002992], [-3.051694, -2.107085, 5.595732], [-4.477802, -1.059802, 5.734364], [-2.860482, -0.394073, 5.880568], [-5.122039, -1.983071, 3.344705], [-4.939342, -1.593695, 0.891530], [-6.578389, -3.023582, 0.493875], [-7.352051, -2.495423, 1.241371], [-7.155004, -1.257075, 1.755095], [-8.199032, -0.954011, 2.697066], [-9.354857, -1.866226, 2.321174], [-8.630359, -3.094123, 1.782362], [-7.823970, -1.150875, 3.704344], [-8.461098, 0.098908, 2.618809], [-10.024578, -2.077159, 3.153140], [-9.943837, -1.408396, 1.523983], [-8.379631, -3.804496, 2.572404], [-9.192097, -3.588031, 0.994463], [8.002011, 2.166810, 4.896949], [7.511491, 2.514662, 5.931842], [7.168065, 1.659863, 6.933513], [6.501555, 2.390271, 7.980596], [6.945718, 3.832648, 7.813254], [7.137953, 3.934040, 6.307511], [5.423010, 2.269220, 7.854703], [6.791591, 1.980546, 8.945624], [6.235079, 4.551173, 8.218011], [7.901878, 3.986691, 8.316547], [6.211895, 4.201484, 5.795437], [7.932098, 4.626401, 6.042008], [-0.313921, 0.186798, 5.685692], [0.758088, 0.065155, 5.163354], [1.339013, -1.133185, 4.931209], [2.661638, -0.942738, 4.392868], [2.649507, 0.452026, 3.792344], [1.674340, 1.184150, 4.708993], [3.384357, -1.039810, 5.206717], [2.864580, -1.710967, 3.649919], [3.637092, 0.906654, 3.740771], [2.244349, 0.416305, 2.778010], [2.172270, 1.607988, 5.583029], [1.115717, 1.952866, 4.180012], [-0.625600, -4.754604, -2.316211], [-0.094921, -4.885488, -3.383999], [-0.170314, -6.018574, -4.124139], [0.662024, -5.892196, -5.299902], [0.813179, -4.398753, -5.504428], [0.769454, -3.864479, -4.079218], [1.616393, -6.388053, -5.108126], [0.177160, -6.378877, -6.143528], [1.716126, -4.120771, -6.045261], [-0.044733, -4.015611, -6.060850], [1.757631, -3.853065, -3.614709], [0.314706, -2.878104, -4.025961], [-6.762074, -6.566215, 2.173482], [-5.667453, -6.654685, 1.694360], [-5.050751, -7.841637, 1.465038], [-3.712538, -7.610877, 0.989554], [-3.729874, -6.204101, 0.416486], [-4.758993, -5.511176, 1.302517], [-3.023598, -7.708464, 1.832053], [-3.460727, -8.359986, 0.241507], [-2.751268, -5.726748, 0.416877], [-4.090306, -6.228355, -0.613673], [-4.306231, -5.094034, 2.204577], [-5.311050, -4.745556, 0.765821], [2.303660, 5.788923, -5.832705], [1.574062, 6.331426, -5.057539], [1.818431, 7.563212, -4.539976], [0.818644, 7.889462, -3.560773], [-0.374575, 7.012225, -3.901266], [0.295842, 5.767695, -4.472042], [1.221839, 7.675412, -2.567831], [0.584203, 8.950104, -3.623244], [-1.020829, 6.814629, -3.046968], [-0.978371, 7.491152, -4.674922], [0.552052, 5.047929, -3.690725], [-0.310041, 5.297203, -5.241274], [-2.134502, -5.364201, -8.006333], [-2.886223, -4.794728, -7.266234], [-2.677536, -3.543536, -6.811243], [-3.696376, -3.211274, -5.845252], [-4.863886, -4.134337, -6.157360], [-4.145480, -5.378430, -6.667743], [-3.294319, -3.378773, -4.843198], [-3.955400, -2.159702, -5.946519], [-5.507180, -4.318674, -5.298976], [-5.479389, -3.705137, -6.950144], [-3.872437, -6.048303, -5.850564], [-4.721078, -5.910493, -7.420231], [-4.574944, 0.165473, -4.265905], [-4.187468, 1.282081, -4.439520], [-4.934939, 2.385195, -4.200899], [-4.207505, 3.559014, -4.599580], [-2.745676, 3.138624, -4.596702], [-2.828280, 1.673737, -4.981547], [-4.549286, 3.863882, -5.591640], [-4.411231, 4.363517, -3.895473], [-2.127311, 3.739121, -5.262072], [-2.334947, 3.213662, -3.589876], [-2.823382, 1.526928, -6.063109], [-2.039504, 1.088070, -4.515628]],
  "forces_ev_per_a": [[-0.176, 0.164, -0.095], [0.506, -0.496, 1.189], [0.340, 0.048, -0.615], [-0.733, 0.559, 1.057], [0.519, -0.476, -0.144], [-0.194, 1.182, 0.414], [-0.328, -0.158, -0.589], [0.903, -0.450, 0.428], [-0.298, 1.410, 0.166], [-0.208, -0.712, -0.213], [0.211, 0.216, 0.651], [0.480, -0.567, 0.145], [-0.366, -0.102, -0.866], [-1.207, 0.051, -0.832], [-0.365, 0.028, -0.194], [0.636, -0.874, -0.069], [0.132, -0.359, 0.008], [-0.393, 0.426, 0.688], [1.612, 0.312, -0.160], [-0.513, -0.394, -0.116], [0.446, -0.120, -0.025], [-1.475, 0.072, -0.510], [0.517, 0.243, 0.778], [0.028, 0.285, -0.486], [0.522, 0.384, -0.032], [-0.013, -0.132, 0.549], [0.489, 0.400, 0.230], [-0.122, -0.011, 0.494], [-0.428, -0.458, 0.757], [-0.026, -0.164, -0.443], [-0.186, 0.086, -0.209], [0.146, -0.713, -0.050], [0.175, 1.015, 0.076], [0.315, -0.111, 0.022], [-0.025, -0.565, 0.322], [0.173, 0.136, -0.167], [-0.217, -0.096, -0.153], [0.249, -0.110, -0.094], [-0.397, 0.112, -0.307], [-0.290, 0.231, -0.267], [-0.160, -0.308, -0.108], [0.303, 0.056, -0.312], [0.106, -0.359, -0.035], [-0.109, 0.123, -0.318], [0.268, 0.057, -0.116], [-0.158, 0.002, -0.272], [-0.185, -0.166, 0.057], [-0.248, 0.213, 0.041], [0.127, -0.109, 0.384], [-0.240, 0.030, 0.249], [0.313, -0.102, 0.167], [-0.114, 0.194, 0.018], [0.018, 0.226, -0.032], [0.034, 0.252, 0.014], [-0.054, -0.296, 0.089], [0.185, 0.059, 0.172], [-0.209, -0.137, -0.204], [-0.397, -0.084, -0.264], [-0.162, 0.170, -0.232], [0.153, -0.126, -0.280], [-0.069, -0.118, -0.306], [0.072, 0.071, -0.364], [0.168, 0.086, 0.080], [0.016, 0.345, -0.176], [-0.065, -0.445, 0.111], [-0.330, -0.161, -0.161], [-0.187, 0.140, 0.168], [-0.181, -0.117, 0.031], [-0.328, 0.474, 0.048], [0.032, -0.020, -0.027], [0.221, 0.026, -0.075], [0.068, 0.038, 0.037], [0.015, 0.026, 0.034], [0.054, -0.112, -0.127], [0.214, -0.239, 0.025], [0.011, -0.378, 0.183], [-0.146, 0.233, -0.322], [0.135, 0.233, -0.219], [-0.081, 0.021, 0.268], [-0.028, 0.236, 0.050], [0.138, -0.022, 0.540], [0.017, -0.005, -0.032], [0.024, -0.195, -0.117], [-0.037, -0.077, 0.013], [-0.030, -0.023, 0.014], [0.070, 0.018, -0.105], [-0.097, -0.033, -0.294], [0.220, -0.242, 0.036], [-0.065, 0.285, 0.382], [-0.065, 0.094, -0.037], [0.225, -0.052, -0.141], [0.042, 0.209, -0.027], [0.201, -0.247, -0.540], [-0.030, 0.009, 0.010], [-0.138, -0.107, 0.108], [0.031, -0.079, 0.024], [0.055, -0.014, -0.007], [-0.111, 0.052, 0.027], [-0.104, 0.086, 0.273], [-0.246, -0.280, -0.010], [0.248, 0.119, 0.265], [-0.059, 0.131, 0.098], [0.061, -0.040, -0.187], [0.074, 0.362, -0.183], [-0.084, -0.051, -0.573], [-0.033, 0.007, 0.099], [-0.144, -0.084, 0.163], [0.002, -0.111, -0.012], [0.035, -0.055, -0.052], [-0.063, 0.093, 0.116], [0.121, 0.024, 0.274], [-0.048, -0.288, -0.057], [-0.048, 0.407, 0.314], [-0.116, 0.033, -0.029], [0.222, -0.001, -0.140], [0.114, 0.197, 0.007], [0.257, -0.262, -0.530], [-0.036, 0.013, 0.017], [-0.151, -0.122, 0.106], [0.011, -0.074, 0.005], [0.037, -0.014, 0.013], [-0.098, 0.058, 0.018], [-0.073, 0.052, 0.311], [0.120, 0.259, -0.054], [0.066, -0.452, 0.019], [-0.040, -0.059, -0.075], [-0.137, 0.110, 0.152], [-0.222, -0.141, 0.051], [-0.307, 0.489, 0.106], [0.004, -0.021, -0.014], [0.200, 0.015, -0.081], [0.073, 0.035, 0.039], [0.021, 0.030, 0.031], [0.033, -0.090, -0.096], [0.223, -0.226, -0.009], [0.191, 0.346, -0.036], [0.220, -0.862, -0.097], [-0.069, 0.036, 0.026], [-0.259, 0.313, 0.217], [-0.122, -0.127, 0.070], [-0.450, 0.540, 0.025], [0.027, -0.025, -0.030], [0.178, 0.014, -0.019], [0.073, 0.073, 0.045], [0.037, 0.017, 0.014], [0.060, -0.081, -0.097], [0.200, -0.212, 0.027], [-0.384, -0.086, 0.195], [0.328, -0.320, -0.317], [0.025, -0.095, 0.037], [0.154, 0.227, 0.005], [0.231, 0.189, -0.087], [0.064, 0.392, 0.255], [-0.024, -0.052, 0.007], [-0.166, -0.108, 0.040], [-0.070, 0.015, -0.016], [-0.012, 0.108, 0.035], [0.010, -0.113, 0.024], [-0.102, -0.233, -0.166]],
  "smiles": "CCOCc1cc(CC(=O)N(C)C)c2c(c1)C(=O)c1ccc(Cc3ccc(C)cc3)c(I)c1C2=O.O=C1CCCO1.O=C1CCCO1.O=C1CCCO1.O=C1CCCO1.O=C1CCCO1.O=C1CCCO1.O=C1CCCO1.O=C1CCCO1",
  "lumo_energy_ev": -0.65,
  "spin_multiplicity": 1,
  "homo_lumo_gap_ev": 7.7
}

***

No. 2
{
  "formula": "C4H10O2",
  "method": "wB97M-V/def2-TZVPD",
  "species": ["C", "C", "C", "O", "C", "O", "H", "H", "H", "H", "H", "H", "H", "H", "H", "H"],
  "coordinates": [[-2.176847, -0.578788, -0.220888], [-1.015821, 0.291217, 0.252638], [0.339262, -0.305438, -0.104099], [0.341364, -0.635839, -1.477457], [1.480925, 0.665989, 0.162666], [2.663373, 0.047573, -0.329601], [-3.138640, -0.124637, 0.039274], [-2.131619, -0.703355, -1.305784], [-2.137307, -1.575763, 0.232849], [-1.095197, 1.286490, -0.205238], [-1.060880, 0.432585, 1.340767], [0.509296, -1.212587, 0.502882], [1.271141, -0.814608, -1.687646], [1.567103, 0.889198, 1.236201], [1.275773, 1.601794, -0.377531], [3.302333, 0.733915, -0.549631]],
  "forces_ev_per_a": [[-0.042, -0.044, -0.007], [0.028, 0.069, 0.042], [-0.069, 0.140, 0.304], [0.252, -0.107, -0.144], [-0.329, 0.137, 0.111], [0.276, 0.160, -0.020], [0.144, -0.072, -0.030], [-0.049, 0.001, 0.162], [0.002, 0.134, -0.048], [0.023, -0.129, 0.037], [0.021, -0.010, -0.155], [-0.028, 0.089, -0.117], [-0.214, 0.012, -0.091], [-0.018, -0.077, -0.152], [0.048, -0.145, 0.063], [-0.044, -0.160, 0.046]],
  "smiles": "CC[C@@H](O)CO",
  "lumo_energy_ev": 0.79,
  "relative_energy_kj_mol": 58.3,
  "spin_multiplicity": 1,
  "homo_lumo_gap_ev": 10.9
}